This record from the OMol25 dataset describes an isolated ion of composition C4H11N2O and charge +1 at a distorted geometry. The level of theory is ωB97M-V/def2-TZVPD.

Values from the calculation:
Energy in a.u.: -343.4971
Structure (SMILES): NCC[C@@H]([NH3+])C=O
Kohn-Sham gap in eV: 9.78

Structure (ORCA input):
```
! RIJCOSX wB97M-V def2-TZVPD def2/J DEFGRID3
* xyz 1 1
O -0.540 2.739 -0.043
C 0.250 1.884 0.240
C 0.190 0.545 -0.546
C -0.748 -0.410 0.172
C -0.077 -1.146 1.321
N 1.206 -1.691 0.891
N -0.355 0.925 -1.878
H 0.983 1.930 1.057
H 1.193 0.119 -0.572
H -1.140 -1.124 -0.553
H -1.664 0.070 0.535
H -0.748 -1.923 1.703
H 0.069 -0.550 2.221
H 1.079 -2.568 0.397
H 1.845 -1.895 1.647
H -0.533 0.118 -2.480
H -1.242 1.400 -1.714
H 0.234 1.577 -2.398
*
```